Entry 1:
Molecular formula: C43H34BrCoNO2P2Si
Method: DFT, wB97M-V/def2-TZVPD

Structure (ORCA input):
```
! RIJCOSX wB97M-V def2-TZVPD def2/J DEFGRID3
* xyz 1 5
Br 1.015 1.952 -2.095
Co 0.276 0.378 -0.452
P -2.418 -1.355 -1.532
P 1.328 1.191 1.584
Si -1.536 -0.787 1.748
O 0.620 -3.746 1.441
O -0.543 -1.873 0.982
N 1.243 -1.273 -0.888
C -0.605 -0.093 3.224
C 1.273 -0.957 -2.167
C -1.081 -0.450 4.488
C 0.825 -2.633 -0.697
C -5.910 -0.967 -3.569
C 0.545 0.708 3.161
C 0.707 -4.034 -2.408
C 4.118 1.433 2.004
C 1.446 5.787 1.539
C 1.821 -3.582 -1.415
C -5.534 -0.621 -4.857
C -1.965 1.892 0.984
C 0.084 -1.217 -3.117
C 1.482 -3.413 -3.584
C 0.565 3.747 2.458
C -4.940 -1.179 -2.600
C -3.128 -1.616 2.226
C -0.931 -1.980 -2.371
C 2.280 5.052 0.709
C 1.188 1.109 4.329
C 5.376 0.890 2.228
C 3.024 0.593 1.821
C 2.252 3.668 0.742
C 0.695 0.743 5.570
C 1.398 3.003 1.624
C 3.200 -0.789 1.882
C -0.446 -0.040 5.649
C 1.162 -1.963 -3.985
C 5.545 -0.484 2.283
C -2.443 1.489 -1.710
C -4.190 -0.490 -5.175
C 0.351 -2.837 0.715
C -0.342 -3.148 -1.708
C 2.600 -2.953 -2.613
C -1.827 0.588 0.468
C 4.452 -1.325 2.117
C 2.330 -1.460 -3.081
C 0.588 5.133 2.411
C -3.222 -0.695 -4.205
C -2.547 2.756 -1.173
C -2.320 2.959 0.184
C -2.087 0.385 -0.918
C -3.587 -1.035 -2.903
H -5.236 -1.465 -1.597
H 2.376 -4.272 -0.786
H -6.286 -0.462 -5.617
H 3.997 2.509 1.979
H -1.966 -1.068 4.575
H 1.468 6.868 1.510
H -1.787 2.063 2.040
H 3.165 -0.869 -3.438
H -0.061 5.701 3.064
H -3.783 -0.938 2.775
H -1.075 -3.741 -1.162
H 2.088 1.710 4.267
H -2.938 -2.493 2.846
H 1.121 -1.714 -5.040
H -0.255 -0.318 -3.625
H 6.224 1.548 2.368
H -6.956 -1.083 -3.319
H -0.837 -0.338 6.612
H 1.203 1.063 6.469
H -2.182 -0.597 -4.474
H 1.704 -4.077 -4.415
H -3.894 -0.229 -6.182
H 0.427 -5.077 -2.515
H -3.651 -1.950 1.330
H -2.814 3.588 -1.809
H -2.650 1.345 -2.763
H -0.100 3.253 3.152
H 2.951 5.556 0.026
H 4.574 -2.399 2.176
H 2.351 -1.451 1.771
H 2.894 3.106 0.078
H -2.417 3.947 0.613
H 3.631 -3.277 -2.718
H 6.526 -0.902 2.462
*
```

Summary:
- Kohn-Sham gap (alpha / beta): 6.7 / 7.2 eV
- ΔE to the lowest compared entry with this formula, charge and spin: 23.0 kcal per mole
- HOMO level (alpha / beta): -10.2 / -11.2 eV
- Expectation value of S²: 6.02

Results of the Löwdin charge analysis, in e, for atoms 1 through 6: number 1, Br, carries 0.30; number 2, Co, carries 0.30; number 3, P, carries 1.14; number 4, P, carries 1.08; number 5, Si, carries 0.54; number 6, O, carries 0.18



Entry 2:
Molecular formula: C43H34Cl3N5O6SV
Method: DFT, wB97M-V/def2-TZVPD

Structure (ORCA input):
```
! RIJCOSX wB97M-V def2-TZVPD def2/J DEFGRID3
* xyz 0 4
V -0.619 -0.204 -1.441
Cl -0.296 -1.747 6.878
Cl -4.837 -0.516 4.369
Cl -3.066 -5.172 2.003
S -3.496 -5.736 4.890
O 1.356 1.800 1.111
O -1.949 0.857 -2.420
O -0.370 1.227 -0.223
O 1.007 -4.088 3.723
O 0.711 2.424 -2.237
O -0.636 2.073 -6.237
N -0.148 -0.474 -3.269
N -0.832 -2.216 -1.735
N -0.466 0.536 -4.123
N 1.548 -1.817 1.844
N 0.932 -1.101 -0.152
C -0.224 6.776 0.066
C -2.191 -5.701 5.999
C -3.356 4.398 -4.150
C -1.531 2.784 -5.533
C -2.956 4.727 -5.445
C -0.110 4.934 -1.481
C 0.752 4.252 -0.631
C -2.437 -5.361 3.590
C -1.125 -4.464 -0.974
C 0.788 -2.733 4.117
C -0.643 -2.231 4.191
C -1.382 -3.117 -0.904
C 2.785 2.732 -1.107
C 0.385 -1.624 -3.636
C 3.304 1.468 -1.394
C -0.221 -4.918 -1.945
C 1.888 -2.094 -0.297
C 1.112 4.838 0.584
C 0.629 6.092 0.925
C 2.300 -2.516 0.922
C 0.734 1.874 0.068
C 0.766 -0.962 1.154
C 1.263 2.859 -1.010
C -0.594 6.192 -1.134
C -1.012 -5.426 5.387
C -1.952 2.429 -4.238
C -1.180 -1.724 5.379
C 4.663 1.286 -1.585
C 3.654 3.811 -1.024
C -3.239 -1.172 4.295
C 1.729 -1.843 3.290
C -2.056 3.933 -6.128
C -2.855 3.253 -3.563
C -1.474 -2.205 3.073
C -1.144 -5.219 3.980
C 5.021 3.629 -1.221
C 0.350 -4.020 -2.813
C -2.755 -1.686 3.106
C 0.016 -4.882 3.085
C -1.446 1.236 -3.545
C 0.011 -2.663 -2.722
C 5.528 2.372 -1.503
C -2.460 -1.190 5.436
H -4.045 5.036 -3.609
H 0.125 -0.246 1.629
H 3.273 4.800 -0.811
H 1.053 -4.340 -3.572
H -0.425 4.477 -2.411
H -2.051 -2.718 -0.150
H 2.731 -2.225 3.472
H 0.543 -5.806 2.851
H -1.611 -5.147 -0.291
H -3.354 5.614 -5.926
H -1.121 -2.625 2.139
H -3.371 -1.680 2.216
H 0.022 -5.971 -2.011
H 1.211 -2.666 5.113
H -1.270 6.707 -1.809
H 1.142 2.901 -2.958
H 2.241 -2.400 -1.266
H -3.143 2.969 -2.559
H 0.848 -1.788 -4.600
H 1.667 -0.820 3.662
H -0.066 -5.357 5.910
H -0.318 -4.445 2.141
H 1.758 4.296 1.261
H -1.730 4.182 -7.131
H -2.373 -5.893 7.047
H 2.626 0.627 -1.471
H 5.688 4.481 -1.156
H 5.049 0.297 -1.800
H -0.352 1.308 -5.676
H -0.600 7.755 0.336
H -2.841 -0.796 6.368
H 0.917 6.538 1.870
H 6.590 2.237 -1.668
H 3.016 -3.267 1.215
*
```

Summary:
- Kohn-Sham gap (alpha / beta): 6.9 / 7.0 eV
- ΔE to the lowest compared entry with this formula, charge and spin: 28.2 kcal per mole
- HOMO level (alpha / beta): -6.7 / -7.9 eV
- Expectation value of S²: 3.78

Results of the Löwdin charge analysis, in e, for atoms 1 through 6: number 1, V, carries 0.99; number 2, Cl, carries 0.72; number 3, Cl, carries 0.70; number 4, Cl, carries 0.70; number 5, S, carries 1.00; number 6, O, carries 0.08



Entry 3:
Molecular formula: C43H34Cl3N8O2Y
Method: DFT, wB97M-V/def2-TZVPD

Structure (ORCA input):
```
! RIJCOSX wB97M-V def2-TZVPD def2/J DEFGRID3
* xyz -2 1
Y -0.456 -0.436 -0.682
Cl 0.709 -3.096 1.326
Cl 1.000 4.398 7.903
Cl 3.609 -0.664 -2.487
O -0.651 -1.754 -2.401
O -1.342 0.288 1.236
N -2.112 1.179 -1.607
N -2.781 -1.540 1.188
N 3.213 1.784 -1.331
N 1.261 0.759 -2.069
N -3.007 3.142 -2.089
N 1.678 -0.937 -0.519
N -2.130 -1.899 -0.001
N 0.090 2.531 -0.237
C 4.160 0.864 -1.879
C -2.070 2.462 -1.369
C -2.264 -3.122 -0.364
C 1.580 2.687 3.640
C 0.613 2.547 5.910
C 1.218 3.747 6.276
C -2.295 -0.440 1.706
C 5.269 -0.886 -3.111
C -4.778 2.336 -3.726
C -1.214 3.127 -0.329
C -2.879 -0.022 3.019
C 1.912 1.812 -1.616
C 2.016 4.416 5.354
C -3.845 0.776 5.507
C 2.190 3.912 4.084
C 5.558 1.081 -1.902
C 1.733 2.188 2.355
C -0.324 -5.158 -3.533
C -3.711 2.220 -2.845
C 3.040 -4.260 0.442
C -0.789 -3.043 -2.431
C -4.674 -0.080 -3.976
C 2.472 -2.079 -0.423
C 4.165 -4.267 -0.383
C 2.046 -0.355 -1.697
C -0.137 -3.800 -3.431
C -3.607 -0.188 -3.103
C -1.168 -5.843 -2.650
C 0.788 2.032 4.646
C 2.764 -1.027 -3.720
C -3.131 0.987 -2.531
C -1.793 -5.131 -1.651
C -3.819 -0.803 3.691
C -2.431 1.158 3.602
C 6.163 0.069 -2.625
C -1.620 -3.746 -1.506
C 1.061 2.987 -1.225
C 3.568 -2.129 -1.277
C -2.908 1.555 4.844
C 2.207 -3.155 0.408
C 4.438 -3.201 -1.236
C -4.301 -0.402 4.926
C -5.249 1.161 -4.284
H -2.430 -5.644 -0.937
H 0.529 -3.259 -4.091
H -4.149 -1.724 3.230
H -2.883 -3.764 0.268
H 2.814 -5.091 1.096
H 0.512 3.305 -2.116
H 1.318 1.228 2.057
H -3.141 -1.137 -2.871
H 3.631 2.627 -0.969
H -6.084 1.201 -4.973
H 1.672 3.827 -0.871
H -1.201 4.211 -0.536
H 2.436 2.660 1.674
H -1.309 -6.913 -2.736
H -0.001 2.015 6.628
H 0.465 2.549 0.725
H -4.205 1.075 6.485
H 2.505 5.340 5.642
H 6.058 1.860 -1.337
H -3.140 4.137 -2.064
H 2.818 4.456 3.385
H 5.429 -1.490 -3.992
H 0.318 1.089 4.392
H -2.519 2.456 5.301
H -5.219 3.295 -3.969
H 2.705 -1.741 -4.520
H 0.198 -5.706 -4.310
H -1.715 2.983 0.632
H -1.673 1.739 3.092
H -5.026 -1.018 5.446
H -5.074 -0.974 -4.436
H 5.262 -3.234 -1.942
H 7.227 0.026 -2.833
H 4.830 -5.124 -0.369
*
```

Summary:
- Kohn-Sham gap: 3.5 eV
- ΔE to the lowest compared entry with this formula, charge and spin: 398.6 kcal per mole
- HOMO level: 0.1 eV

Results of the Löwdin charge analysis, in e, for atoms 1 through 6: number 1, Y, carries 1.50; number 2, Cl, carries 0.69; number 3, Cl, carries 0.51; number 4, Cl, carries 0.89; number 5, O, carries -0.20; number 6, O, carries -0.19



Entry 4:
Molecular formula: C43H34CoN13O5S2
Method: DFT, wB97M-V/def2-TZVPD

Structure (ORCA input):
```
! RIJCOSX wB97M-V def2-TZVPD def2/J DEFGRID3
* xyz -1 2
Co 0.006 1.252 0.082
S -3.557 5.145 0.211
S -2.648 4.014 -2.674
O -1.197 1.759 1.532
O -3.676 5.508 1.600
O -3.418 6.224 -0.744
O 1.478 1.105 -1.165
O 3.650 -3.680 -1.048
N -1.013 2.629 -1.217
N 5.642 -3.666 -1.921
N -8.746 2.489 -1.062
N -0.221 -0.846 1.478
N 0.096 -2.780 2.427
N 1.322 1.629 1.473
N 0.792 2.112 2.651
N -0.782 -2.138 3.235
N -1.357 -2.582 -2.475
N -2.449 4.005 0.097
N -0.686 -0.643 -1.531
N -0.400 -1.980 -3.223
N 5.756 -3.933 -0.563
C -2.541 3.155 3.582
C 4.387 -3.516 -2.161
C -5.962 4.918 -1.093
C 4.046 -4.119 1.268
C 4.563 -3.932 -0.088
C 0.580 -4.114 2.781
C 4.355 -3.051 -4.601
C -0.713 2.547 5.023
C 0.077 -2.568 -4.461
C -7.171 4.307 -1.388
C -6.607 2.493 0.087
C -1.266 2.634 3.744
C 2.908 -4.226 3.807
C -0.947 -0.980 2.623
C 3.646 -2.728 -5.745
C -3.265 3.592 4.683
C 2.269 -2.558 -5.701
C 4.743 -0.332 -1.748
C 4.519 0.131 0.584
C -0.756 2.375 -2.552
C -0.520 2.148 2.549
C -1.986 3.543 -1.072
C 3.484 0.189 -1.980
C -1.503 -1.729 -1.480
C 4.291 -4.235 3.650
C -5.402 3.105 0.382
C -2.725 3.486 5.958
C 5.271 -0.380 -0.457
C 2.292 -3.057 -3.363
C 2.673 0.673 -0.924
C -1.528 2.976 -3.468
C 2.669 -4.189 1.431
C -5.078 4.318 -0.208
C 3.675 -3.209 -3.400
C 1.582 -2.727 -4.507
C 0.400 -1.995 1.381
C -7.506 3.087 -0.801
C -0.006 -0.841 -2.637
C 2.519 1.202 1.520
C 3.240 0.660 0.385
C 2.087 -4.199 2.688
C -1.444 2.966 6.125
C 4.865 -4.162 2.390
H -0.418 -3.533 -4.536
H 2.042 -4.224 0.550
H 1.771 -3.172 -2.420
H 5.940 -4.119 2.261
H -4.245 4.033 4.539
H 4.926 -4.272 4.526
H 3.017 1.243 2.489
H 0.122 -4.855 2.123
H -3.293 3.815 6.822
H -7.864 4.773 -2.084
H -4.699 2.634 1.062
H 0.288 2.150 5.129
H -0.248 -1.960 -5.305
H -1.013 2.892 7.118
H 4.171 -2.591 -6.683
H 6.255 -0.800 -0.282
H -1.470 2.907 -4.544
H -6.863 1.542 0.544
H -2.210 -1.900 -0.680
H 3.091 0.235 -2.992
H -2.928 3.261 2.577
H 4.916 0.125 1.596
H -5.681 5.861 -1.547
H -1.594 -0.208 3.008
H 5.322 -0.719 -2.581
H -9.178 2.767 -1.925
H 0.230 -4.286 3.793
H 1.731 -2.286 -6.603
H 0.092 1.756 -2.784
H 5.433 -3.167 -4.617
H 2.470 -4.222 4.798
H -8.786 1.498 -0.903
H 0.773 -0.200 -3.017
H 1.093 -2.258 0.596
*
```

Summary:
- Kohn-Sham gap (alpha / beta): 6.2 / 6.1 eV
- HOMO level (alpha / beta): -4.7 / -4.7 eV
- Expectation value of S²: 0.97

Results of the Löwdin charge analysis, in e, for atoms 1 through 6: number 1, Co, carries 0.63; number 2, S, carries 0.53; number 3, S, carries 1.01; number 4, O, carries -0.12; number 5, O, carries -0.32; number 6, O, carries -0.36



Entry 5:
Molecular formula: C43H35AsF5IMoN3O2S2
Method: DFT, wB97M-V/def2-TZVPD

Structure (ORCA input):
```
! RIJCOSX wB97M-V def2-TZVPD def2/J DEFGRID3
* xyz 1 3
I -3.111 -1.374 2.720
Mo -1.240 -0.166 -0.075
As 1.542 -0.374 0.175
S -3.219 -1.192 -1.334
S 0.409 2.803 0.251
F -4.223 -6.209 -0.947
F -2.828 -4.172 -1.863
F -7.146 -3.247 1.220
F -6.416 -5.784 0.605
F -5.739 -1.199 0.371
O 0.388 2.557 1.673
O 1.560 2.437 -0.526
N -2.854 1.261 0.150
N -0.851 1.980 -0.442
N -0.689 -2.305 -0.202
C -5.688 -4.763 0.183
C 2.999 0.160 -4.296
C -2.162 2.371 -0.110
C 3.027 -3.730 2.277
C -0.311 -4.503 0.640
C 3.859 1.302 0.806
C -6.052 -3.470 0.496
C 2.823 -2.992 -0.386
C 4.455 2.009 3.029
C -4.573 -4.972 -0.599
C 3.346 1.346 3.538
C -5.286 -2.411 0.055
C 2.412 -2.540 1.927
C -4.108 3.681 0.267
C -0.092 8.763 -0.486
C 3.452 -4.182 -0.036
C 2.303 -2.151 0.590
C -1.444 -0.199 2.058
C 1.280 0.261 -2.628
C -0.623 -3.172 0.817
C -0.014 -4.988 -0.626
C 0.000 7.270 -0.314
C 2.176 -0.160 -1.650
C 1.681 0.414 -3.946
C 0.288 -6.435 -0.873
C -4.809 2.516 0.560
C -2.774 3.624 -0.086
C -0.044 5.330 1.130
C 0.339 5.065 -1.249
C -0.386 -2.767 -1.433
C -0.132 6.699 0.951
C -4.152 1.316 0.472
C 2.766 0.618 1.318
C 3.497 -0.414 -2.012
C 3.906 -0.251 -3.327
C 4.706 1.988 1.665
C -4.119 -2.576 -0.695
C 0.176 4.524 0.020
C 0.239 6.436 -1.407
C 3.557 -4.555 1.294
C -0.030 -4.068 -1.671
C -3.829 -3.894 -1.037
C 2.500 0.660 2.683
H 2.778 -2.718 -1.428
H -0.982 9.157 0.007
H -0.297 7.339 1.811
H -0.301 -5.157 1.502
H -1.629 0.801 2.436
H 4.206 -0.754 -1.270
H 3.132 1.375 4.599
H 4.067 -5.471 1.567
H 0.194 -4.375 -2.686
H 5.558 2.520 1.259
H -0.129 9.042 -1.537
H -5.856 2.534 0.830
H 0.262 0.519 -2.365
H -0.141 4.877 2.108
H 0.208 -7.023 0.039
H 5.113 2.555 3.694
H 4.936 -0.449 -3.596
H -0.465 -2.068 -2.252
H -0.570 -0.603 2.566
H 3.321 0.289 -5.322
H 0.774 9.253 -0.035
H 3.108 -4.005 3.322
H 1.611 0.190 3.085
H -4.643 0.383 0.652
H 3.867 -4.814 -0.814
H -4.609 4.640 0.302
H 2.021 -1.912 2.713
H 1.297 -6.553 -1.275
H 0.363 6.872 -2.392
H 4.043 1.330 -0.257
H 0.542 4.419 -2.096
H -2.231 4.512 -0.347
H -0.408 -6.838 -1.612
H -0.849 -2.790 1.800
H 0.971 0.746 -4.694
*
```

Summary:
- Kohn-Sham gap (alpha / beta): 7.3 / 7.5 eV
- ΔE to the lowest compared entry with this formula, charge and spin: 39.8 kcal per mole
- HOMO level (alpha / beta): -11.0 / -11.1 eV
- Expectation value of S²: 2.04

Results of the Löwdin charge analysis, in e, for atoms 1 through 6: number 1, I, carries 0.91; number 2, Mo, carries 1.24; number 3, As, carries 1.36; number 4, S, carries 0.69; number 5, S, carries 0.60; number 6, F, carries 0.13